Entry from OMol25: a cluster of 10 separate species, C36H97N7O10 in total (wB97M-V/def2-TZVPD).

```
150
Properties=species:S:1:pos:R:3:forces:R:3
C -0.047811 3.246864 -2.617019 0.186 0.367 0.212
C -1.273010 2.841381 -3.435741 0.355 -0.001 0.066
C -2.476037 3.687056 -2.979935 -0.071 0.178 0.017
C -0.928392 3.045373 -4.910399 -0.733 0.606 -0.274
C -1.929446 2.391509 -5.857660 0.370 -0.808 -0.154
C -2.016149 0.904220 -5.526232 0.228 -0.337 -0.129
C -2.381134 0.624177 -4.062559 -0.067 -0.144 -0.424
C -3.861565 0.953311 -3.869919 -0.112 1.008 0.122
C -2.162086 -0.860657 -3.798704 0.467 -0.311 -0.151
N -1.443598 1.399328 -3.249371 0.665 -0.613 -0.038
O -1.635415 1.089432 -1.883099 -0.652 0.292 0.296
H -0.248734 3.101580 -1.554135 0.163 -0.112 -0.015
H 0.856897 2.718542 -2.929991 -0.152 -0.246 0.066
H 0.186309 4.309833 -2.739144 -0.231 -0.015 -0.131
H -3.052824 4.069466 -3.824033 -0.145 -0.181 0.018
H -3.111419 3.090863 -2.328455 -0.095 0.093 0.017
H -2.164045 4.566693 -2.412293 0.126 -0.061 -0.011
H -0.944045 4.124636 -5.100894 0.290 -0.025 0.060
H 0.075124 2.666479 -5.106964 0.019 -0.058 0.002
H -2.916494 2.853768 -5.825288 0.039 0.155 0.049
H -1.554596 2.452549 -6.883309 -0.148 0.301 0.003
H -1.048518 0.431690 -5.735814 0.055 0.183 0.171
H -2.706852 0.356866 -6.176009 -0.195 0.231 0.062
H -4.479486 0.407113 -4.581487 -0.012 -0.288 0.177
H -4.017060 2.009000 -4.098157 -0.127 -0.026 -0.040
H -4.218934 0.829690 -2.845873 0.079 -0.308 -0.031
H -1.206387 -1.223122 -4.193267 -0.168 0.182 -0.062
H -2.938286 -1.430672 -4.313389 -0.084 -0.061 0.223
H -2.143499 -1.082266 -2.731364 -0.339 -0.011 -0.098
H -0.796466 0.748799 -1.554810 0.036 0.023 -0.012
C 0.140873 -5.071535 0.603467 -0.385 -0.340 0.117
O 1.058902 -5.749353 -0.215622 0.135 -0.142 -0.062
C 1.923874 -4.883611 -0.928647 0.056 -0.168 0.237
C 1.307351 -4.285121 -2.184537 1.068 0.622 -0.646
C 0.780893 -5.353783 -3.129296 -0.975 0.377 0.788
N 2.372392 -3.507223 -2.918268 -0.197 -0.707 1.045
H 0.629351 -4.657439 1.494851 0.022 0.308 -0.182
H -0.594703 -5.796472 0.960578 0.136 -0.085 -0.082
H -0.422772 -4.323891 0.039766 0.111 0.283 0.154
H 2.304842 -4.092246 -0.267732 -0.099 0.094 -0.044
H 2.790646 -5.483858 -1.226953 -0.091 -0.092 0.006
H 0.546549 -3.550798 -1.910117 -0.229 -0.151 -0.109
H 1.537806 -6.110536 -3.325555 0.051 0.013 -0.189
H 0.390734 -4.891311 -4.034103 0.290 -0.075 -0.204
H -0.078615 -5.829064 -2.645709 0.185 -0.234 -0.091
H 3.088797 -4.208239 -3.110807 0.021 0.197 -0.400
H 2.830436 -2.886608 -2.238092 -0.235 0.125 -0.263
C 4.476988 -1.029895 7.367717 0.701 0.008 -0.205
O 3.398785 -0.684762 6.541515 -0.426 -0.195 0.165
C 3.549905 -1.086727 5.206952 0.787 -0.171 -0.317
C 2.235432 -1.118407 4.509274 -1.382 0.826 -0.573
C 2.393677 -1.484829 3.032074 -1.027 -0.437 -0.096
N 1.558360 0.220164 4.627912 0.625 -0.823 0.222
H 4.873351 -2.020987 7.109748 -0.179 -0.037 0.137
H 4.153746 -1.024149 8.404532 -0.100 0.044 0.012
H 5.316372 -0.329782 7.247385 -0.126 0.042 0.056
H 4.230056 -0.412681 4.657686 -0.099 0.104 0.130
H 4.007731 -2.086028 5.128759 -0.081 0.028 0.239
H 1.526431 -1.828983 4.955462 0.607 -0.384 0.274
H 3.195047 -2.195285 2.833681 0.272 0.260 0.038
H 2.412585 -0.606186 2.389633 0.580 0.029 0.065
H 1.490908 -2.011034 2.691711 0.024 0.043 0.124
H 1.549780 0.395256 5.632133 -0.011 0.297 -0.092
H 0.584940 0.031797 4.418793 -0.061 0.338 -0.022
C -6.241463 -0.956065 2.888078 -0.744 -0.449 0.377
O -5.314841 -0.996301 1.842488 0.119 -0.239 -0.486
C -5.837794 -1.595327 0.639503 -0.262 0.626 0.739
C -4.915022 -1.323773 -0.509424 0.806 -0.066 -0.706
C -5.553779 -1.719885 -1.832777 0.159 -0.061 -0.007
N -3.630790 -2.044068 -0.385853 -0.148 0.048 0.321
H -5.710262 -0.870414 3.835971 0.064 0.221 -0.062
H -6.845327 -1.875360 2.953458 0.251 -0.037 -0.111
H -6.974641 -0.145744 2.786101 0.261 0.159 -0.067
H -6.006617 -2.661719 0.825557 0.122 -0.056 -0.170
H -6.805934 -1.118512 0.441371 -0.008 -0.114 -0.126
H -4.709863 -0.246307 -0.578312 -0.280 0.084 0.352
H -5.695266 -2.800073 -1.889378 -0.226 0.012 0.117
H -4.874124 -1.465492 -2.648062 -0.089 0.083 0.032
H -6.490476 -1.178078 -1.971148 -0.060 -0.137 -0.146
H -3.241523 -1.887205 0.539766 -0.135 0.024 -0.223
H -2.967026 -1.583994 -1.004109 -0.092 -0.152 -0.062
C -1.443161 -1.089851 7.015943 -0.062 -0.172 1.110
O -1.471414 -0.338005 5.844842 0.219 0.319 -0.445
C -2.152068 -0.976975 4.791711 -0.291 -0.403 0.245
C -1.829678 -0.293412 3.486821 -0.404 -0.409 -1.314
C -2.289238 1.147794 3.443161 1.205 0.522 0.036
N -2.437542 -0.976704 2.295262 -0.506 -0.397 1.333
H -0.633715 -1.830905 7.041135 -0.112 -0.070 -0.284
H -2.400660 -1.587094 7.221520 0.058 -0.056 -0.195
H -1.272202 -0.422633 7.864517 0.060 0.118 -0.193
H -1.880412 -2.043567 4.748115 0.113 0.053 -0.054
H -3.234365 -0.941075 4.998110 -0.017 0.012 -0.162
H -0.770370 -0.422154 3.249125 0.149 0.519 0.475
H -1.655355 1.776000 4.074567 -0.242 -0.143 0.287
H -3.324687 1.273095 3.753322 -0.109 -0.098 -0.140
H -2.103922 1.546566 2.442549 -0.427 -0.075 -0.077
H -3.451138 -0.809373 2.292889 0.260 0.143 -0.196
H -2.378481 -1.984835 2.460624 0.175 0.067 -0.154
C 4.069472 2.196335 -4.799912 0.268 -0.441 -0.059
O 3.559574 2.055334 -3.495649 -0.053 0.226 -0.041
C 4.571263 1.802740 -2.538116 -0.147 -0.318 -0.304
C 4.003580 2.095091 -1.173797 -0.072 0.541 -0.209
C 5.044775 1.900282 -0.092193 -0.256 -0.260 0.333
N 2.807731 1.284684 -0.930194 -0.120 0.026 0.211
H 3.228129 2.288413 -5.481398 -0.030 0.079 -0.011
H 4.657450 1.310947 -5.085881 -0.135 0.035 -0.015
H 4.735670 3.062909 -4.897891 -0.148 0.087 0.096
H 4.886325 0.749150 -2.611181 0.096 0.089 -0.009
H 5.424938 2.463018 -2.735440 0.086 -0.089 0.098
H 3.743993 3.166301 -1.220570 -0.043 -0.072 0.197
H 5.239157 0.839748 0.087251 0.100 0.024 -0.222
H 4.672349 2.289078 0.857687 0.090 0.159 -0.054
H 5.972890 2.399254 -0.367125 0.057 0.037 0.133
H 2.379535 1.624271 -0.059079 0.269 -0.091 -0.109
H 2.128385 1.505069 -1.655151 0.110 -0.162 -0.115
C -1.238941 5.622412 1.044164 -0.068 -0.203 0.116
O -0.648319 4.762762 1.996621 0.044 0.270 -0.086
C 0.161093 3.780995 1.388359 -0.064 -0.033 0.021
C 0.868461 2.978526 2.465344 -0.721 -1.360 -0.975
C 1.728164 3.743289 3.413218 0.332 0.347 0.312
N 1.664673 1.948911 1.766122 0.409 0.351 -0.135
H -1.870593 6.331696 1.575128 0.058 0.019 0.065
H -1.873588 5.057758 0.347977 0.102 0.029 -0.063
H -0.470743 6.168156 0.484977 -0.048 -0.012 -0.072
H -0.482334 3.090691 0.817408 0.111 0.026 -0.088
H 0.885275 4.214103 0.680786 0.007 0.143 0.141
H 0.061331 2.414016 2.948527 0.089 0.523 0.676
H 2.139695 3.063005 4.161204 -0.022 0.027 0.031
H 1.180790 4.536976 3.919312 -0.080 -0.040 -0.010
H 2.567569 4.200265 2.880231 -0.040 -0.016 -0.052
H 2.189237 1.435038 2.466577 -0.108 -0.018 0.056
H 1.040972 1.282423 1.314495 -0.172 -0.051 0.258
C 4.554826 -1.807540 0.055854 -0.039 -0.163 -0.550
O 3.494833 -1.550348 -0.844113 -0.210 0.129 0.015
H 5.506380 -1.414270 -0.320038 -0.023 0.139 0.127
H 4.336939 -1.406987 1.044038 0.166 -0.043 0.123
H 4.669920 -2.892848 0.091983 -0.033 0.016 0.267
H 3.223064 -0.602728 -0.799331 0.174 0.023 -0.114
C 0.107704 -1.103653 -0.129849 -0.755 -1.288 0.572
O -0.458621 -0.048152 0.620825 0.690 0.619 -0.508
H -0.696647 -1.671687 -0.621050 0.142 0.098 -0.264
H 0.841403 -0.815761 -0.879678 -0.036 0.527 0.123
H 0.583530 -1.832296 0.539909 0.265 0.078 -0.112
H -1.240559 -0.389199 1.105879 -0.158 -0.070 -0.065
C 1.266142 -0.642007 -4.089605 0.106 -0.747 0.051
O 1.012969 -1.840479 -4.818655 -0.123 0.241 0.059
H 1.319541 0.172414 -4.803396 -0.087 0.246 0.023
H 0.462383 -0.469395 -3.364957 0.140 0.324 -0.064
H 2.215926 -0.708093 -3.550742 0.057 0.097 -0.025
H 1.337973 -2.569070 -4.259207 0.299 0.017 -0.046
```
Forces are in eV/Å.

multiplicity = 1
SMILES string = CC1(C)CCCC(C)(C)N1O.COC[C@H](C)N.COC[C@H](C)N.COC[C@H](C)N.COC[C@H](C)N.COC[C@H](C)N.COC[C@H](C)N.CO.CO.CO
HOMO-LUMO gap = 8.5 eV
E_HOMO = -8.084 eV
ΔE to the lowest compared entry with this formula, charge and spin = 0.0 kJ/mol
molecular weight = 788.21 g/mol
calculated total energy = -2565.369773 hartree